57
Properties=species:S:1:pos:R:3:forces:R:3 method="wB97M-V/def2-TZVPD" total_charge=-2 energy_ha=-4651.25144 spin_multiplicity=5 s2=6.005 fmax_ev_per_a=1.66 gap_ev="4.9 / 4.9"
Pm -0.7603 0.1266 0.7445 0.629 0.662 -0.527
C -2.3807 -3.6519 -1.3588 0.005 0.110 -0.183
C -1.3340 -2.6501 -0.9964 -1.082 1.137 -0.553
N -1.4458 -1.3760 -1.2807 -0.039 -0.571 0.234
N -2.4693 -1.0532 -2.1103 -0.475 -0.438 -0.477
C -2.7573 0.2028 -2.2997 0.468 0.040 0.258
N -3.6551 0.4533 -3.3136 -0.301 -0.044 -0.225
S -2.1502 1.5849 -1.4999 0.080 0.025 0.335
C -0.1248 -3.0549 -0.3067 1.174 -0.035 0.524
C 0.0334 -4.3370 0.2439 -0.160 0.373 -0.221
C 1.2614 -4.7019 0.7510 0.274 0.240 -0.020
C 2.3117 -3.7923 0.6990 -0.198 -0.143 0.078
C 2.0391 -2.5192 0.2325 0.141 0.059 -0.039
N 0.8674 -2.1341 -0.2538 -0.244 -0.555 -0.193
H -3.0000 -3.2298 -2.1458 -0.002 -0.107 0.012
H -2.9949 -3.8453 -0.4682 0.111 0.090 -0.065
H -1.9462 -4.5957 -1.6779 0.123 -0.131 -0.057
H -4.2500 -0.3253 -3.5525 0.011 -0.030 0.022
H -4.1079 1.3502 -3.2372 -0.015 -0.120 0.015
H -0.8126 -4.9999 0.3206 -0.114 0.026 -0.050
H 1.4015 -5.6757 1.1996 -0.020 -0.068 -0.014
H 3.3029 -4.0493 1.0479 -0.008 0.050 0.059
H 2.8154 -1.7638 0.2461 0.063 0.056 0.070
I 3.0704 7.3099 -0.3343 -0.171 -0.311 0.092
C 1.9532 5.5781 0.1749 0.347 0.517 -0.133
C 1.3146 5.5175 1.3988 0.064 0.234 -0.041
C 0.5672 4.4019 1.6727 -0.459 -0.402 0.671
I -0.3708 4.1365 3.5428 0.137 0.286 -0.181
C 0.3594 3.3217 0.7772 0.370 0.687 -0.126
O -0.4405 2.3857 1.0777 -0.425 -0.366 -0.359
C 1.1252 3.4023 -0.4307 -0.172 -0.308 0.109
C 1.1151 2.2374 -1.3810 -0.117 0.268 -0.258
N 1.4845 0.9963 -0.6919 -0.066 -0.329 -0.363
C 2.8103 1.0452 -0.0776 -0.053 -0.142 0.135
C 2.7754 0.7270 1.4078 0.138 -0.009 -0.035
C 3.9315 0.3479 2.0837 -0.057 0.004 0.079
C 3.8537 0.0945 3.4457 -0.051 0.062 -0.191
C 2.6419 0.2573 4.0891 -0.124 0.101 -0.068
C 1.5371 0.6424 3.3378 0.381 0.387 0.244
N 1.6085 0.8602 2.0228 0.120 -0.294 0.086
C 1.8868 4.5201 -0.7122 0.066 0.064 -0.081
H 1.3896 6.3259 2.1097 0.018 0.009 0.081
H 1.8031 2.4516 -2.2174 -0.060 0.029 0.095
H 0.1035 2.1030 -1.7898 0.394 -0.032 0.030
H 1.4154 0.2133 -1.3429 0.043 0.166 0.210
H 3.2243 2.0589 -0.1819 -0.053 -0.196 -0.017
H 3.5065 0.3581 -0.5752 -0.038 0.071 0.026
H 4.8669 0.2472 1.5522 0.080 -0.022 -0.089
H 4.7302 -0.2206 3.9966 0.049 -0.018 0.014
H 2.5390 0.0670 5.1444 -0.062 0.000 0.128
H 0.5809 0.8296 3.8107 0.090 -0.119 -0.065
H 2.4423 4.5662 -1.6413 -0.013 -0.058 -0.034
S -3.1704 -1.7583 5.0566 0.110 0.202 0.003
Sb -2.4767 -1.9461 2.8885 -0.297 -0.508 0.414
S -0.0831 -1.6262 2.7189 -0.808 -0.362 0.273
S -3.3196 -0.1828 1.5042 0.161 -0.285 0.294
S -3.0053 -4.0131 2.0098 0.038 0.044 0.073